1.
{
  "formula": "C8H9Cl3N2O2",
  "method": "ωB97M-V/def2-TZVPD",
  "symbols": ["C", "N", "C", "Cl", "C", "C", "C", "N", "O", "O", "C", "Cl", "C", "C", "Cl", "H", "H", "H", "H", "H", "H", "H", "H", "H"],
  "coordinates": [[-2.484, -1.938, 0.005], [-1.504, -1.183, 0.103], [-0.174, -1.499, -0.227], [0.104, -3.321, -0.638], [0.717, -1.080, 0.986], [0.511, 0.276, 1.631], [0.516, 1.326, 0.568], [-0.267, 2.290, 0.725], [-1.026, 2.520, 1.646], [-0.222, 3.196, -0.325], [1.388, 1.318, -0.625], [3.041, 0.942, -0.198], [0.852, 0.311, -1.678], [0.233, -0.847, -1.477], [-0.434, -1.637, -2.893], [-2.548, -2.994, -0.549], [-3.416, -1.750, 0.409], [1.800, -1.171, 0.519], [0.688, -1.889, 1.590], [-0.431, 0.203, 2.268], [1.245, 0.412, 2.306], [-1.113, 3.518, -0.204], [1.453, 2.181, -1.283], [1.070, 0.815, -2.663]],
  "lowdin_charge": [-0.034, 0.030, -0.777, 0.576, -0.165, -0.093, -0.251, -0.305, 0.025, 0.084, -0.618, 0.722, -0.105, -0.662, 0.650, 0.107, 0.047, 0.124, 0.062, 0.153, 0.083, 0.118, 0.095, 0.134],
  "homo_lumo_gap_ev": 9.3,
  "smiles": "C=N[C@]1(Cl)CC/C(=[N+](\\[O-])O)[C@@H](Cl)C=C1Cl",
  "energy_ev": -53078.8291,
  "e_homo_ev": -9.07,
  "lumo_ev": 0.19
}

---

2.
{
  "formula": "C8H9ClO2",
  "method": "ωB97M-V/def2-TZVPD",
  "symbols": ["C", "C", "C", "C", "C", "Cl", "O", "C", "C", "C", "O", "H", "H", "H", "H", "H", "H", "H", "H", "H"],
  "coordinates": [[-2.176, 1.172, 2.207], [-1.743, 0.444, 1.216], [-0.394, 0.529, 0.517], [0.056, 2.063, 0.487], [0.224, 3.247, 0.454], [0.568, 4.840, 0.510], [0.543, -0.156, 1.204], [1.733, -0.464, 0.466], [1.478, -1.045, -0.921], [0.461, -0.213, -1.661], [-0.619, 0.001, -0.790], [-3.097, 0.821, 2.752], [-1.729, 1.927, 2.874], [-2.379, -0.357, 0.633], [2.336, -1.149, 0.929], [2.122, 0.575, 0.219], [2.454, -1.231, -1.306], [1.245, -2.067, -0.770], [0.916, 0.764, -2.022], [-0.188, -0.774, -2.363]],
  "lowdin_charge": [0.014, -0.079, -0.527, 0.030, -0.631, 0.707, -0.031, -0.134, -0.153, -0.174, -0.090, 0.075, 0.079, 0.161, 0.101, 0.145, 0.110, 0.105, 0.147, 0.143],
  "homo_lumo_gap_ev": 10.4,
  "smiles": "C=CC1(C#CCl)OCCCO1",
  "energy_ev": -25054.4144,
  "e_homo_ev": -9.62,
  "lumo_ev": 0.80,
  "e_above_lowest_kcal_mol": 73.4
}

---

3.
{
  "formula": "C8H9F3O",
  "method": "ωB97M-V/def2-TZVPD",
  "symbols": ["C", "C", "C", "C", "C", "C", "C", "C", "O", "F", "F", "F", "H", "H", "H", "H", "H", "H", "H", "H", "H"],
  "coordinates": [[-1.365, 0.301, 1.809], [0.005, -0.091, 2.121], [-1.737, -0.461, 0.735], [0.364, -1.144, 1.335], [-0.610, -1.193, 0.297], [-0.402, 0.592, -2.058], [0.359, 0.560, -0.719], [1.711, -0.002, -1.021], [0.342, 1.546, 0.141], [1.913, -1.277, -1.373], [2.544, 0.099, 0.087], [2.302, 0.674, -2.069], [-2.025, 0.932, 2.266], [0.438, 0.221, 2.971], [-2.631, -0.443, 0.299], [1.254, -1.723, 1.352], [-0.613, -1.898, -0.436], [-0.133, 1.664, -2.541], [-0.225, -0.301, -2.715], [-1.475, 0.639, -1.751], [-0.016, 1.304, 1.270]],
  "lowdin_charge": [-0.076, -0.141, -0.091, -0.071, -0.090, -0.005, -0.336, -0.531, 0.000, 0.141, 0.096, 0.110, 0.089, 0.080, 0.069, 0.113, 0.095, 0.147, 0.106, 0.085, 0.210],
  "homo_lumo_gap_ev": 8.5,
  "energy_ev": -18638.0238,
  "e_homo_ev": -8.66,
  "lumo_ev": -0.12,
  "e_above_lowest_kcal_mol": 62.9
}

---

4.
{
  "formula": "C8H9HgNS2",
  "method": "ωB97M-V/def2-TZVPD",
  "symbols": ["Hg", "C", "H", "H", "H", "H", "H", "S", "C", "N", "C", "C", "C", "C", "C", "C", "S", "H", "H", "H", "H"],
  "coordinates": [[2.388, -0.677, -1.724], [4.101, -1.578, -2.807], [3.307, -2.055, -3.407], [4.596, -0.641, -3.089], [4.885, -2.366, -2.537], [3.774, -1.490, -0.998], [3.543, -1.397, -0.312], [0.533, 0.535, -2.699], [-0.487, 0.642, -1.283], [-0.179, 0.165, -0.121], [-1.149, 0.394, 0.834], [-1.142, 0.024, 2.182], [-2.230, 0.371, 3.001], [-3.353, 1.100, 2.481], [-3.354, 1.459, 1.129], [-2.281, 1.117, 0.315], [-2.070, 1.465, -1.385], [-0.286, -0.535, 2.580], [-2.249, 0.100, 4.037], [-4.180, 1.366, 3.128], [-4.168, 2.002, 0.676]],
  "lowdin_charge": [0.879, -0.356, -0.051, -0.031, 0.020, -0.091, 0.007, 0.453, -1.115, -0.030, -0.312, -0.028, -0.075, -0.075, -0.110, -0.479, 0.996, 0.113, 0.088, 0.096, 0.100],
  "homo_lumo_gap_ev": 8.0,
  "energy_ev": -35773.6808,
  "e_homo_ev": -8.02,
  "lumo_ev": -0.07,
  "e_above_lowest_kcal_mol": 66.7
}

---

5.
{
  "formula": "C8H9N",
  "method": "ωB97M-V/def2-TZVPD",
  "symbols": ["C", "C", "C", "C", "C", "C", "C", "C", "N", "H", "H", "H", "H", "H", "H", "H", "H", "H"],
  "coordinates": [[-2.820, -0.443, 0.030], [-1.501, -1.107, -0.095], [-2.514, 0.860, 0.164], [-0.569, -0.161, -0.227], [1.973, 1.268, 1.059], [1.924, -1.807, -0.825], [1.931, 0.836, -0.186], [1.929, -0.572, -0.532], [-1.148, 1.013, 0.006], [-3.836, -0.738, -0.007], [-1.296, -2.131, -0.251], [-3.166, 1.721, 0.309], [2.012, 2.360, 1.134], [1.991, 0.520, 1.898], [2.800, -2.490, -0.793], [1.128, -2.460, -0.608], [1.796, 1.505, -1.048], [-0.634, 1.825, -0.028]],
  "lowdin_charge": [-0.088, -0.111, -0.155, -0.101, -0.026, -0.003, -0.263, -0.014, 0.007, 0.077, 0.061, 0.110, 0.065, 0.098, 0.085, 0.044, 0.116, 0.098],
  "homo_lumo_gap_ev": [7.3, 7.9],
  "energy_ev": -9925.1467,
  "e_homo_ev": [-7.67, -8.19],
  "lumo_ev": [-0.36, -0.31],
  "e_above_lowest_kcal_mol": 148.6
}

---

6.
{
  "formula": "C8H9N2O",
  "method": "ωB97M-V/def2-TZVPD",
  "symbols": ["C", "C", "C", "C", "C", "C", "C", "C", "N", "N", "O", "H", "H", "H", "H", "H", "H", "H", "H", "H"],
  "coordinates": [[-1.917, -0.618, 0.996], [3.008, -0.153, -0.109], [2.246, -1.317, -0.108], [2.480, 1.110, 0.151], [0.869, -1.221, 0.208], [1.125, 1.199, 0.196], [0.362, 0.053, 0.276], [-3.189, 0.299, -0.621], [-3.031, -0.611, 0.470], [-1.716, 0.960, -0.717], [-1.026, 0.412, 0.478], [-1.619, -1.277, 1.742], [4.059, -0.252, -0.172], [2.665, -2.283, -0.227], [3.137, 2.097, 0.076], [0.202, -2.166, 0.381], [0.612, 2.126, 0.164], [-3.728, 1.103, -0.202], [-3.313, -0.159, -1.499], [-1.227, 0.696, -1.485]],
  "lowdin_charge": [-0.044, -0.048, -0.026, -0.037, 0.009, -0.021, -0.210, -0.012, 0.144, 0.177, -0.066, 0.146, 0.107, 0.110, 0.176, 0.164, 0.126, 0.128, 0.096, 0.083],
  "homo_lumo_gap_ev": 10.4,
  "energy_ev": -13457.6110,
  "e_homo_ev": -13.84,
  "lumo_ev": -3.42,
  "e_above_lowest_kcal_mol": 120.1,
  "charge": 1
}

---

7.
{
  "formula": "C8H9N3O",
  "method": "ωB97M-V/def2-TZVPD",
  "symbols": ["C", "C", "C", "C", "C", "C", "C", "C", "N", "N", "N", "O", "H", "H", "H", "H", "H", "H", "H", "H", "H"],
  "coordinates": [[2.031, 0.837, 1.828], [1.641, 1.593, 0.747], [1.342, -0.296, 2.157], [0.610, 1.053, -0.115], [0.016, -0.191, 0.270], [-1.461, 0.023, -1.777], [-1.003, -0.556, -0.687], [-0.446, 0.863, -2.404], [0.297, -0.782, 1.429], [0.323, 1.550, -1.405], [-1.928, -2.868, 0.974], [-2.439, -1.944, 0.133], [2.877, 1.109, 2.453], [2.006, 2.617, 0.677], [1.622, -0.865, 3.069], [-2.366, -0.392, -2.353], [0.252, 0.101, -2.898], [-0.872, 1.613, -2.994], [0.295, 2.621, -1.378], [-1.292, -3.658, 0.532], [-1.505, -2.430, 1.742]],
  "lowdin_charge": [-0.107, -0.002, -0.149, -0.160, -0.228, -0.083, 0.052, -0.231, 0.104, 0.003, -0.079, -0.180, 0.106, 0.109, 0.112, 0.147, 0.147, 0.101, 0.170, 0.140, 0.029],
  "homo_lumo_gap_ev": [8.3, 7.9],
  "energy_ev": -14953.5270,
  "e_homo_ev": [-8.00, -7.61],
  "lumo_ev": [0.26, 0.25],
  "e_above_lowest_kcal_mol": 131.2
}

---

8.
{
  "formula": "C8H9N3O2S",
  "method": "ωB97M-V/def2-TZVPD",
  "symbols": ["C", "N", "C", "N", "C", "C", "C", "N", "C", "S", "C", "O", "O", "C", "H", "H", "H", "H", "H", "H", "H", "H", "H"],
  "coordinates": [[-1.861, -0.366, 2.073], [-1.089, 0.792, 1.617], [-0.950, 2.007, 2.236], [-0.116, 2.795, 1.618], [0.394, 2.053, 0.595], [1.227, 2.502, -0.508], [1.645, 1.655, -1.475], [1.218, 0.376, -1.636], [0.505, -0.249, -0.790], [-0.183, -1.911, -1.173], [1.159, -2.949, -1.705], [-0.889, -2.329, -0.010], [-0.970, -1.610, -2.335], [-0.165, 0.753, 0.661], [-2.382, -0.003, 2.908], [-2.433, -0.636, 1.227], [-1.356, -1.223, 2.267], [-1.691, 2.255, 3.090], [1.544, 3.531, -0.511], [2.156, 2.002, -2.454], [1.105, -3.075, -2.863], [2.058, -2.376, -1.453], [1.076, -3.995, -1.380]],
  "lowdin_charge": [0.015, -0.094, -0.152, 0.103, -0.262, 0.000, -0.171, 0.035, -0.157, 0.615, -0.146, -0.320, -0.323, -0.001, 0.079, 0.085, 0.054, 0.160, 0.106, 0.134, 0.110, 0.059, 0.070],
  "homo_lumo_gap_ev": 8.7,
  "smiles": "Cn1cnc2ccnc(S(C)(=O)=O)c21",
  "energy_ev": -27838.7413,
  "e_homo_ev": -8.69,
  "lumo_ev": 0.01,
  "e_above_lowest_kcal_mol": 48.8
}